No. 1
C11H36N10O7 | ωB97M-V/def2-TZVPD

Cartesian coordinates (Å):
C  -1.4743  0.7837  0.0684
C  -0.1606  0.0859  -0.3040
C  -0.0514  0.0450  -1.8222
O  0.9422  0.8351  0.2266
H  -1.8751  0.5978  1.0680
H  -2.2930  0.6041  -0.6250
H  -1.2317  1.8515  0.0769
H  -0.1494  -0.9045  0.1618
H  -0.9928  -0.3225  -2.2274
H  0.7849  -0.5638  -2.1600
H  0.0143  1.0710  -2.1932
H  0.7947  0.8036  1.1868
C  -3.3874  -2.1268  1.2336
C  -3.2055  -2.9906  2.4815
C  -3.2189  -4.4853  2.2316
O  -1.9976  -2.5986  3.1414
H  -2.5293  -2.1879  0.5520
H  -3.4672  -1.0882  1.5513
H  -4.2259  -2.4425  0.6118
H  -4.0246  -2.7102  3.1475
H  -2.3297  -4.7524  1.6575
H  -4.0620  -4.7546  1.5895
H  -3.3367  -5.0226  3.1687
H  -1.2590  -2.6284  2.5225
C  3.5176  -1.7840  -0.6616
O  4.3821  -2.3234  -1.3505
N  2.7337  -2.4845  0.2109
N  3.3151  -0.4377  -0.7036
H  1.8872  -2.0377  0.5137
H  2.9541  -3.4550  0.3266
H  2.6193  0.0050  -0.1082
H  4.0119  0.0662  -1.2151
C  -0.2627  0.4675  3.5343
O  0.4125  -0.2372  2.7815
N  -1.4786  0.1024  4.0062
N  0.1981  1.6496  4.0192
H  -2.0048  0.6996  4.6185
H  -1.9552  -0.7020  3.6120
H  -0.3377  2.2093  4.6564
H  1.0506  2.0198  3.6427
C  -3.6549  4.3023  0.9219
O  -4.4193  3.4956  1.4064
N  -2.2944  4.2447  1.1428
N  -4.0331  5.3461  0.1266
H  -2.0253  3.4386  1.6761
H  -1.6441  4.9224  0.7986
H  -4.9946  5.5390  -0.0894
H  -3.4401  6.1246  -0.0999
C  3.6413  -3.0523  -5.0230
O  3.7302  -3.5927  -6.1072
N  4.5803  -3.1837  -4.0525
N  2.6350  -2.1806  -4.6633
H  5.5258  -3.3861  -4.3186
H  4.4702  -2.8871  -3.0858
H  2.6898  -1.6532  -3.8124
H  1.9729  -1.8884  -5.3571
C  2.6819  3.3305  -2.0757
O  3.3903  4.1832  -2.5713
N  2.8223  1.9884  -2.3307
N  1.6299  3.6178  -1.2445
H  3.7290  1.6800  -2.6323
H  2.2220  1.2979  -1.9190
H  1.1484  2.8862  -0.7480
H  1.3289  4.5702  -1.1703

Force components x, y, z for each atom (eV/Å):
C 0.1 0.7 0.4
C -0.9 0.1 -0.1
C -0.2 0.1 0.4
O -0.3 0.0 0.0
H 0.3 -0.4 0.0
H 0.1 0.0 -0.1
H -0.3 0.0 -0.3
H 0.1 -0.2 -0.3
H 0.2 -0.4 -0.1
H 0.0 0.1 -0.1
H 0.3 0.0 0.0
H 0.3 -0.2 0.2
C 0.4 -0.3 -0.3
C 0.0 0.3 -0.6
C -0.4 0.3 -0.5
O -0.3 0.1 0.4
H 0.2 -0.1 0.2
H -0.3 0.1 -0.2
H -0.3 0.2 0.3
H 0.2 -0.2 0.3
H 0.1 -0.3 0.3
H -0.1 0.1 0.1
H 0.4 -0.2 0.0
H 0.0 -0.1 -0.1
C 0.5 -0.1 -0.1
O -0.1 0.0 0.4
N 0.2 0.7 -0.5
N -0.3 -0.7 0.1
H -0.1 -0.4 0.5
H -0.4 -0.1 0.0
H 0.3 0.2 -0.3
H 0.0 0.2 0.1
C -0.2 -0.4 0.6
O -0.2 0.3 -0.5
N -0.3 0.1 -0.2
N 0.2 0.4 -0.1
H 0.1 0.1 -0.1
H 0.4 -0.2 0.2
H 0.0 0.1 -0.1
H 0.1 -0.1 0.1
C 0.4 0.5 0.1
O -0.1 -0.2 -0.1
N -0.7 -0.3 0.2
N -0.3 0.7 -0.6
H 0.4 0.2 0.0
H 0.1 -0.1 0.0
H -0.2 -0.5 0.4
H 0.4 -0.3 0.1
C 0.5 0.6 0.1
O -0.3 0.1 -0.3
N 0.7 -0.2 0.9
N -0.5 -0.3 -0.1
H -0.2 -0.4 -0.3
H -0.2 0.2 -0.4
H 0.2 0.0 0.0
H 0.0 -0.2 -0.1
C -0.3 0.1 -0.1
O 0.1 0.0 0.1
N 0.3 0.0 -0.1
N -0.1 -0.1 0.0
H 0.0 0.1 -0.3
H 0.0 0.1 0.1
H 0.0 0.0 0.0
H 0.1 0.0 0.0

LUMO level: -0.07 eV
HOMO energy: -9.1 eV
ΔE to the lowest compared entry with this formula, charge and spin: 17.8 kJ/mol
SMILES string: NC(N)=O.NC(N)=O.NC(N)=O.NC(N)=O.NC(N)=O.CC(C)O.CC(C)O

Atom charges from the Löwdin analysis, given in e for atoms 1 to 5: -0.05 -0.47 -0.04 -0.11 0.06

No. 2
C21H20NO2 | ωB97M-V/def2-TZVPD

Cartesian coordinates (Å):
C  0.6043  -2.2054  5.5169
C  1.5505  -2.0954  4.3189
C  0.8213  -1.1828  3.3917
C  -0.4004  -0.8080  4.0055
O  -0.6005  -1.3769  5.2220
C  -1.2840  0.0855  3.3751
C  -0.9371  0.5840  2.1410
C  0.2522  0.1628  1.4504
C  0.6417  0.5831  0.1571
C  -0.1063  1.3190  -0.7911
C  0.6096  1.9417  -1.8581
C  -0.0577  2.7298  -2.7664
C  -1.4599  2.9206  -2.6554
O  -1.9737  3.7746  -3.5775
C  -0.8326  4.2464  -4.4137
C  0.4246  3.5106  -3.9434
C  -2.2060  2.2545  -1.6683
C  -1.5374  1.4309  -0.7922
C  1.1383  -0.7238  2.1339
H  0.2674  -3.2347  5.6901
H  1.0513  -1.8144  6.4393
H  2.5205  -1.6833  4.6148
H  1.7245  -3.0732  3.8593
H  -2.1989  0.3746  3.8853
H  -1.5782  1.3304  1.6774
H  1.6823  0.3872  -0.1112
H  1.6899  1.8094  -1.9472
H  -1.0818  4.0369  -5.4606
H  -0.7503  5.3318  -4.2746
H  1.2249  4.2040  -3.6723
H  0.8016  2.8492  -4.7311
H  -3.2823  2.3977  -1.6275
H  -2.1147  0.8363  -0.0848
H  2.0828  -1.0216  1.6721
C  1.0502  -3.8838  -1.2119
C  0.8470  -3.4349  -2.5125
C  -0.0809  -2.3426  -2.4463
C  -0.4104  -2.1615  -1.1060
N  0.2720  -3.1059  -0.3667
H  1.6682  -4.6886  -0.8367
H  1.3011  -3.8332  -3.4082
H  -0.4535  -1.7604  -3.2775
H  -1.1045  -1.4671  -0.6521
H  0.2251  -3.2040  0.6423

Force components x, y, z for each atom (eV/Å):
C -0.4 0.0 0.5
C 0.4 -0.3 0.0
C -0.6 0.4 -0.3
C 0.2 -0.5 0.3
O 1.0 0.3 -1.4
C 0.0 -0.2 0.4
C 0.2 -0.2 -0.4
C 0.0 -0.1 0.4
C -0.5 0.6 0.1
C -0.2 -0.3 -0.4
C -0.2 0.2 -0.3
C -0.5 -0.2 0.5
C 0.3 0.5 -0.4
O 1.3 -0.9 0.7
C -0.5 0.3 -0.1
C 0.4 0.0 -0.3
C -0.2 0.1 -0.3
C 0.3 0.1 0.2
C 0.0 0.0 0.5
H -0.1 0.4 0.0
H -0.3 -0.1 -0.3
H -0.1 -0.1 -0.1
H 0.0 0.1 0.1
H 0.2 0.1 -0.1
H 0.2 -0.2 0.3
H -0.2 -0.1 0.0
H -0.3 0.0 0.1
H -0.1 0.0 0.4
H -0.2 -0.3 0.0
H -0.1 -0.1 -0.1
H 0.0 0.1 0.2
H 0.2 -0.2 0.0
H 0.1 0.2 -0.3
H -0.3 0.1 0.0
C -0.5 0.6 -0.5
C -0.3 0.2 1.0
C 0.3 -0.3 0.9
C 0.3 -0.4 -0.7
N 0.2 0.0 -0.4
H -0.1 0.2 0.0
H 0.0 0.0 0.2
H 0.0 -0.1 0.1
H 0.1 -0.2 0.0
H 0.0 0.0 -0.5

charge: +1
LUMO level: -5.09 eV
HOMO energy: -10.7 eV
ΔE to the lowest compared entry with this formula, charge and spin: 0.0 kJ/mol

Atom charges from the Löwdin analysis, given in e for atoms 1 to 5: -0.08 -0.09 -0.14 -0.18 0.03

No. 3
C18H28N4O2S | ωB97M-V/def2-TZVPD

Cartesian coordinates (Å):
C  1.6036  -2.2176  -0.8153
C  2.5779  -1.7076  -1.4639
C  2.5623  -0.2990  -1.7543
N  1.5080  0.4701  -1.4157
C  0.5615  0.6327  -2.2997
N  -0.4460  1.4160  -1.4787
N  0.0148  1.6974  -0.2333
C  1.2151  0.8794  -0.0994
C  2.0936  0.8942  1.1279
C  1.1756  0.7547  2.2770
C  1.9904  0.7640  3.7808
C  2.9000  2.0105  3.8147
C  3.8001  2.2409  2.2641
C  2.7224  2.2946  1.2429
H  2.1497  3.0034  1.2189
H  3.4283  2.5829  0.3073
H  4.2425  3.3304  2.3414
H  4.4398  1.6041  2.3375
H  3.3603  1.9654  4.5907
H  2.0688  3.0238  3.8368
H  1.5103  0.5836  4.4911
H  2.7345  0.1020  3.6927
H  0.3556  1.5813  2.4858
H  0.5912  -0.0215  2.3481
H  2.7578  -0.1222  1.1238
S  0.2774  0.2219  -3.8347
C  -1.2605  0.8401  -4.3694
C  -2.4682  -0.3051  -3.5970
O  -2.7876  -0.9519  -4.4066
N  -2.7636  0.0436  -2.4757
C  -3.6122  -1.0198  -1.6229
H  -3.9861  -1.6683  -2.4463
H  -4.3651  -0.3809  -1.1203
C  -2.6669  -1.8314  -0.8528
H  -1.8998  -2.2911  -1.3764
C  -2.3954  -1.1523  0.6263
H  -1.3504  -1.8324  0.8887
H  -2.0608  0.1409  0.3098
C  -3.4630  -1.1938  1.4738
H  -4.0975  -0.2298  1.5018
H  -3.2338  -1.1509  2.3634
C  -4.2261  -2.2177  1.0876
H  -4.0443  -3.2134  1.6802
O  -3.4638  -2.8191  -0.3385
H  -5.1715  -2.2987  0.8574
H  -2.2758  0.6187  -2.0293
H  -1.4007  0.8700  -5.4357
H  -1.5346  1.8139  -3.9764
H  2.8060  -0.2304  -2.7660
H  3.6210  0.3584  -1.1344
H  3.5676  -2.2498  -1.6075
H  1.7026  -3.3927  -0.5388
H  0.6350  -1.9413  -0.5821

Force components x, y, z for each atom (eV/Å):
C -0.5 -7.2 1.7
C 3.0 0.1 0.5
C 7.2 1.7 1.6
N -0.6 -0.5 2.1
C -5.9 5.5 6.9
N 1.6 -0.4 -1.8
N 3.6 -4.9 -1.5
C -3.7 3.5 -2.1
C -0.3 -1.2 -1.6
C 1.0 5.0 5.7
C 6.0 5.5 -14.5
C -8.3 3.9 -11.0
C -9.0 10.4 5.0
C 10.5 -8.7 -3.3
H -6.8 7.5 0.7
H -1.8 -1.1 1.0
H -0.5 -2.2 0.1
H 7.4 -7.6 -0.4
H 6.2 0.2 9.1
H 2.7 -2.6 0.1
H -7.9 -2.2 10.9
H 2.4 -3.7 -0.4
H 1.9 -0.9 -1.2
H -2.8 -4.9 -0.5
H -0.9 2.8 -0.1
S 2.1 -1.9 -3.8
C -2.4 0.4 3.4
C 8.0 9.9 -1.2
O -5.7 -11.0 -9.6
N -8.4 -6.0 4.5
C 1.2 2.7 -4.0
H -0.5 0.6 0.8
H 0.4 -1.0 0.1
C -3.2 2.2 5.8
H 1.9 -0.3 -1.0
C 11.0 3.5 -7.2
H -2.9 2.3 0.1
H -0.3 -4.0 1.5
C -4.7 6.7 -3.8
H 0.8 -0.8 -0.9
H 2.8 -0.5 9.2
C 2.7 -10.9 -1.9
H -0.2 1.8 -0.7
O -3.0 -2.0 2.6
H -5.0 0.8 -1.3
H 5.3 6.3 4.8
H 0.4 -0.7 -0.3
H 0.6 0.4 0.1
H 0.4 0.9 -1.9
H -2.7 -2.3 -1.9
H -1.6 0.7 -0.1
H -0.1 2.7 -0.6
H -1.5 1.6 0.3

LUMO level: 0.56 eV
HOMO energy: -7.1 eV
ΔE to the lowest compared entry with this formula, charge and spin: 2087.9 kJ/mol

Atom charges from the Löwdin analysis, given in e for atoms 1 to 5: 0.01 -0.19 -0.26 -0.10 -0.61

No. 4
CH6BrINb | ωB97M-V/def2-TZVPD

Cartesian coordinates (Å):
C  -0.7770  -0.2269  -1.2075
Nb  0.3110  0.0434  0.7819
Br  2.5922  -0.3946  -0.5764
I  0.5891  2.8401  0.4849
H  0.0119  -0.0018  -2.0650
H  -1.0735  -1.3762  -1.2857
H  -1.7706  0.3818  -1.3215
H  1.2367  0.1478  2.3632
H  -1.2380  0.3357  1.7053
H  0.1181  -1.7494  1.1209

Force components x, y, z for each atom (eV/Å):
C -0.8 -1.4 -1.0
Nb 0.9 1.1 -2.1
Br -0.6 -0.1 0.7
I -0.2 -0.4 0.3
H -1.8 -0.3 1.7
H 0.5 2.2 -0.1
H 1.9 -1.0 0.1
H -0.2 -0.5 0.3
H 0.5 -0.4 -0.2
H -0.1 0.7 0.3

charge: -1
LUMO level: 2.10 eV
HOMO energy: -4.8 eV

Atom charges from the Löwdin analysis, given in e for atoms 1 to 5: -0.52 0.61 -0.31 -0.19 -0.03

No. 5
F3H8HfO4 | ωB97M-V/def2-TZVPD

Cartesian coordinates (Å):
Hf  -1.5178  1.3268  0.0657
F  -2.3015  0.1771  -1.2366
F  -0.4448  1.4915  -1.5568
F  -0.4249  -0.1521  0.1158
O  1.8803  -0.3623  0.4393
H  1.0862  -0.0291  0.0214
H  1.6674  -1.2657  0.6733
O  -0.5320  -1.8908  1.4994
H  -1.4571  -1.7670  1.7120
H  -0.3307  -1.1856  0.8842
O  0.4194  -0.5525  -2.0391
H  -0.0507  -0.3884  -1.2216
H  0.6863  -1.4700  -1.9824
O  0.1998  1.8619  0.6125
H  0.6536  2.7026  0.5538
H  0.4667  1.5037  1.4591

Force components x, y, z for each atom (eV/Å):
Hf -5.3 -2.0 -7.8
F -1.7 0.7 1.4
F -1.6 2.9 1.4
F -1.9 0.2 1.4
O 0.8 0.7 0.7
H 1.8 -0.4 -0.4
H 0.3 -0.4 0.2
O 0.0 -1.1 1.4
H -0.3 -0.5 0.1
H 0.0 -1.9 1.1
O 0.5 -0.7 -0.9
H 0.4 -0.9 -2.1
H 0.2 -0.3 -0.2
O 4.7 3.7 3.4
H 0.8 0.8 -0.6
H 1.3 -0.9 1.0

charge: +1
LUMO level: -7.54 eV
HOMO energy: -13.6 eV
ΔE to the lowest compared entry with this formula, charge and spin: 132.3 kJ/mol

Atom charges from the Löwdin analysis, given in e for atoms 1 to 5: 1.96 -0.33 -0.31 -0.39 -0.02

No. 6
C11H15NPTm | ωB97M-V/def2-TZVPD

Cartesian coordinates (Å):
C  -0.5970  0.5560  -4.1223
C  -1.3718  1.7322  -3.9202
C  -0.4940  2.7266  -3.3920
C  0.8575  2.3003  -3.5974
C  0.7989  0.9170  -3.9311
Tm  -0.3442  -1.3038  -0.3469
P  -0.1266  -3.9399  -1.4277
H  -0.9621  -0.4282  -4.4025
H  -2.4523  1.8036  -4.0477
H  -0.8013  3.7205  -3.0540
H  1.6397  0.2347  -4.0581
H  1.7626  2.8749  -3.4170
H  0.9764  -4.3692  -2.2455
H  -1.2413  -4.2045  -2.3332
H  -0.2247  -5.1220  -0.6109
C  0.2474  -0.0005  5.1908
C  0.2160  0.1047  3.6910
C  1.1554  0.8967  3.0141
C  1.1819  0.9150  1.6370
N  0.2955  0.1483  0.9455
C  -0.8266  -0.4106  1.6018
C  -0.7883  -0.5334  2.9907
H  1.1709  -0.4481  5.5826
H  0.1626  0.9934  5.6459
H  -0.5898  -0.6056  5.5509
H  1.8998  1.4790  3.5564
H  1.8116  1.5561  1.0231
H  -1.7898  -0.4836  0.9935
H  -1.5665  -1.1096  3.4834

Force components x, y, z for each atom (eV/Å):
C 0.9 0.5 0.4
C 0.6 -0.3 1.5
C 0.1 0.2 -1.6
C -1.0 -1.2 1.0
C -0.7 0.1 0.1
Tm 0.0 -1.0 -4.1
P -0.2 -1.6 -0.8
H 0.0 0.2 -0.3
H 0.3 0.0 0.2
H 0.1 -0.3 -0.3
H -0.1 0.2 -0.2
H -0.2 -0.1 0.1
H -0.7 0.2 0.3
H 0.9 0.1 0.6
H 0.0 0.5 -0.5
C 0.0 0.0 0.3
C -1.0 -1.1 0.9
C 1.2 0.9 -1.2
C -1.1 -0.2 0.9
N 0.6 1.9 0.5
C 0.0 0.0 0.9
C -0.1 0.4 0.3
H -0.1 0.1 -0.2
H 0.0 -0.1 -0.1
H 0.1 0.1 0.0
H -0.3 -0.1 0.0
H 0.2 -0.3 0.3
H 0.3 0.5 1.0
H 0.1 0.2 0.2

LUMO level (spin up / spin down): -1.17 / -1.13 eV
<S²>: 2.030
HOMO energy (spin up / spin down): -5.4 / -5.5 eV
ΔE to the lowest compared entry with this formula, charge and spin: 150.9 kJ/mol
spin multiplicity: 3

Atom charges from the Löwdin analysis, given in e for atoms 1 to 5: -0.24 -0.22 -0.20 -0.20 -0.23